This record from OMol25 describes a 8-piece molecular cluster, H14IO7 overall. The level of theory is the ωB97M-V functional and the def2-TZVPD basis.

The geometry in XYZ format:
```
22
Properties=species:S:1:pos:R:3:forces:R:3:nbo_charge:R:1
I -0.112 0.269 0.423 -0.3 0.2 0.2 -0.92
O -3.322 2.287 -0.071 0.4 -0.5 0.8 -0.96
H -3.965 2.210 0.655 0.4 0.0 -0.4 0.46
H -2.523 1.795 0.253 -0.7 0.5 -0.4 0.50
O -0.432 -1.800 -2.435 -0.8 0.4 0.2 -0.96
H -0.360 -0.987 -1.889 0.2 -0.6 -0.2 0.49
H -1.351 -2.078 -2.261 0.6 0.1 -0.1 0.46
O 2.080 2.907 1.445 7.1 -3.5 -4.3 -0.94
H 1.552 3.407 1.869 -6.0 5.5 4.7 0.44
H 1.680 2.077 1.338 -1.1 -1.9 -0.3 0.48
O -2.680 -2.232 0.898 -1.0 -2.1 1.0 -0.96
H -2.457 -1.398 0.553 0.8 1.8 -0.4 0.48
H -2.589 -2.198 1.863 0.2 0.2 -0.6 0.47
O 3.170 -1.061 -0.150 -2.3 -2.9 0.6 -0.97
H 3.801 -0.423 -0.277 2.0 2.6 -0.4 0.46
H 2.332 -0.649 0.118 0.3 0.2 -0.2 0.49
O 1.171 -2.848 1.922 4.7 -9.8 3.7 -0.93
H 0.971 -2.174 1.461 -2.5 7.9 -5.4 0.46
H 1.878 -3.364 1.345 -2.3 1.8 1.8 0.47
O 0.714 2.242 -2.395 0.8 0.6 -0.1 -0.97
H 0.333 1.956 -1.556 -0.3 -0.3 -0.1 0.49
H 0.113 2.066 -3.114 -0.5 -0.3 0.1 0.46
```
Forces are in eV/Å.

Summary:
Lowest unoccupied orbital energy (hartree): 0.1079
Kohn-Sham gap (eV): 8.55
Total charge: -1

This record from OMol25 describes a 5-piece molecular cluster, C26H45F17O18P4 overall. The level of theory is the ωB97M-V functional and the def2-TZVPD basis.

The geometry in XYZ format:
```
110
Properties=species:S:1:pos:R:3:forces:R:3:lowdin_charge:R:1
O 3.782 -5.680 1.642 -0.7 -0.1 0.1 0.12
C 2.605 -5.485 1.791 0.6 0.3 -0.1 -0.47
C 1.874 -4.976 3.027 0.3 0.0 -1.2 -0.03
C 0.558 -4.441 2.443 -1.3 -0.7 1.6 -0.26
C 0.119 -2.993 2.731 0.4 0.3 -0.7 -0.10
C 0.451 -1.957 1.643 -0.3 -0.4 0.1 -0.06
C 1.870 -1.420 1.713 -0.8 0.5 -0.2 -0.43
F 2.747 -2.276 2.274 0.2 -0.2 -0.1 0.14
F 1.841 -0.315 2.513 0.2 0.0 0.2 0.12
C 2.419 -0.898 0.345 0.1 -0.5 0.8 -0.35
F 3.371 0.013 0.608 0.1 0.3 -0.4 0.16
F 1.386 -0.307 -0.277 0.1 0.0 -0.3 0.14
C 3.067 -2.016 -0.515 0.2 0.0 0.4 -0.32
F 4.238 -2.314 0.078 -0.1 -0.1 -0.1 0.14
F 2.314 -3.127 -0.434 -0.4 0.0 -0.4 0.16
C 3.414 -1.622 -1.986 0.5 0.1 0.1 -0.32
F 4.557 -0.912 -1.894 0.1 0.1 0.1 0.15
F 2.524 -0.799 -2.552 -0.4 -0.2 0.0 0.17
C 3.714 -2.840 -2.930 0.6 0.4 -0.4 -0.33
F 4.762 -2.471 -3.700 -0.1 0.1 -0.2 0.16
F 4.139 -3.893 -2.226 -0.5 -0.1 0.2 0.18
C 2.613 -3.232 -3.961 -0.1 -0.7 0.0 -0.34
F 3.084 -4.319 -4.617 0.0 -0.1 0.1 0.16
F 2.492 -2.267 -4.876 0.0 0.4 0.3 0.18
C 1.193 -3.624 -3.457 -0.6 -0.2 -0.6 -0.33
F 0.366 -3.455 -4.506 0.0 0.0 -0.1 0.17
F 0.736 -2.817 -2.488 0.4 0.1 0.3 0.16
C 1.017 -5.120 -3.021 -0.6 0.1 0.6 -0.53
F 2.061 -5.587 -2.351 -0.1 0.0 -0.3 0.20
F -0.051 -5.168 -2.200 0.2 0.0 -0.1 0.16
F 0.732 -5.880 -4.072 0.5 0.0 0.1 0.19
C 0.447 -5.042 1.032 0.5 -0.7 0.3 -0.10
O 1.705 -5.706 0.794 0.3 0.4 -0.2 0.01
H 2.473 -4.261 3.581 0.0 -0.1 0.0 0.12
H 1.701 -5.876 3.619 0.0 0.2 0.2 0.13
H -0.191 -5.007 3.006 -0.1 0.1 0.0 0.13
H 0.519 -2.644 3.685 0.0 -0.2 0.0 0.13
H -0.967 -3.004 2.842 0.0 0.1 -0.1 0.12
H -0.214 -1.102 1.766 0.1 0.1 0.0 0.14
H 0.217 -2.364 0.660 0.2 0.0 0.0 0.11
H 0.233 -4.369 0.204 0.2 0.1 0.1 0.10
H -0.294 -5.842 1.025 -0.2 0.2 -0.1 0.13
C 0.348 5.102 -4.705 -0.1 0.2 0.0 -0.09
O -0.525 3.984 -4.475 2.1 -0.1 0.3 -0.21
P -0.653 3.383 -2.997 -4.0 0.0 0.9 0.38
O -1.243 2.047 -3.111 0.5 -0.3 -0.2 -0.23
O -1.648 4.498 -2.398 0.1 -0.2 0.3 -0.24
C -3.032 4.418 -2.751 -0.1 0.2 -0.2 -0.09
O 0.358 3.488 -1.788 1.4 0.4 -1.2 -0.20
C 1.118 2.308 -1.450 0.2 0.1 0.1 -0.08
H 0.279 5.355 -5.759 -0.1 -0.1 0.0 0.09
H 0.037 5.962 -4.108 0.0 0.0 0.0 0.09
H 1.382 4.846 -4.471 0.0 0.0 0.0 0.09
H -3.307 3.423 -3.096 0.1 0.0 0.0 0.08
H -3.250 5.148 -3.532 0.0 0.0 0.0 0.08
H -3.621 4.662 -1.869 0.0 0.0 0.0 0.08
H 1.512 1.814 -2.335 0.0 -0.1 0.0 0.08
H 0.480 1.630 -0.898 -0.1 0.0 -0.1 0.08
H 1.943 2.626 -0.817 0.0 0.1 0.0 0.09
C -5.668 -6.617 2.896 0.0 -0.1 0.2 -0.09
O -4.822 -5.468 3.090 -1.7 -0.2 -2.4 -0.23
P -5.480 -3.981 3.157 2.5 2.1 5.3 0.47
O -4.323 -3.090 2.946 0.0 -0.2 -1.0 -0.25
O -5.903 -4.155 4.719 -0.2 0.3 0.0 -0.26
C -4.865 -4.182 5.696 0.0 -0.3 0.0 -0.11
O -6.805 -3.108 2.954 -0.5 -1.5 -2.0 -0.21
C -6.802 -2.090 1.932 -0.2 0.1 -0.2 -0.09
H -5.027 -7.494 2.896 0.1 0.0 0.0 0.09
H -6.391 -6.702 3.709 0.0 0.0 0.0 0.09
H -6.190 -6.562 1.941 0.0 0.0 0.0 0.08
H -3.949 -3.729 5.316 0.0 0.0 0.0 0.08
H -4.664 -5.210 6.002 0.0 0.0 0.0 0.08
H -5.214 -3.616 6.557 0.0 0.0 0.0 0.09
H -6.352 -2.439 1.006 0.0 0.0 0.0 0.09
H -6.257 -1.225 2.302 0.1 -0.1 0.0 0.09
H -7.839 -1.822 1.751 0.0 -0.1 0.0 0.09
C -4.289 8.594 -2.250 -0.1 0.2 -0.1 -0.11
O -5.465 7.778 -2.093 2.6 0.8 1.9 -0.24
P -6.244 7.690 -0.634 -6.3 -2.3 -2.7 0.52
O -6.950 6.420 -0.969 0.4 -0.2 0.3 -0.28
O -7.110 9.027 -0.840 0.5 0.3 0.7 -0.25
C -8.025 9.059 -1.938 0.1 0.1 -0.3 -0.09
O -6.455 7.716 0.968 2.6 1.1 0.1 -0.23
C -6.437 6.466 1.673 0.1 -0.1 0.3 -0.10
H -3.966 8.503 -3.284 -0.1 0.0 0.0 0.08
H -4.511 9.643 -2.038 0.0 0.0 0.0 0.08
H -3.483 8.251 -1.601 0.0 0.0 0.0 0.08
H -8.272 8.054 -2.276 0.1 0.0 0.1 0.08
H -7.597 9.629 -2.763 0.0 0.0 0.0 0.09
H -8.927 9.557 -1.589 0.0 0.0 0.1 0.09
H -5.632 5.816 1.340 0.0 0.0 0.0 0.08
H -7.391 5.969 1.529 0.0 0.0 -0.1 0.09
H -6.296 6.704 2.726 0.0 0.1 0.0 0.09
C 6.619 -1.269 0.928 0.1 0.1 0.2 -0.09
O 8.030 -0.964 0.886 -1.3 0.3 -1.6 -0.20
P 8.483 0.547 0.656 2.5 0.9 3.0 0.38
O 9.889 0.538 0.242 -0.1 -0.2 -0.6 -0.23
O 8.240 1.081 2.157 0.0 0.3 -0.2 -0.24
C 9.213 0.751 3.148 -0.1 -0.2 0.2 -0.10
O 7.676 1.735 -0.004 -1.1 -1.2 -0.8 -0.21
C 8.055 2.149 -1.332 -0.1 0.1 -0.1 -0.08
H 6.515 -2.336 1.099 0.1 0.0 0.0 0.09
H 6.139 -0.725 1.744 0.0 0.0 0.0 0.10
H 6.150 -1.009 -0.015 0.0 0.0 0.0 0.06
H 10.168 0.483 2.696 0.0 0.0 0.0 0.08
H 8.853 -0.078 3.760 0.0 0.0 0.0 0.09
H 9.349 1.627 3.779 0.0 0.0 0.0 0.09
H 8.230 1.300 -1.990 0.0 0.0 0.0 0.09
H 8.954 2.757 -1.271 0.1 -0.1 0.0 0.09
H 7.236 2.746 -1.722 0.0 0.0 0.1 0.09
```
Forces are in eV/Å.

Summary:
Lowest unoccupied orbital energy (hartree): -0.0278
SMILES: O=C1C[C@@H](CCC(F)(F)C(F)(F)C(F)(F)C(F)(F)C(F)(F)C(F)(F)C(F)(F)C(F)(F)F)CO1.COP(=O)(OC)OC.COP(=O)(OC)OC.COP(=O)(OC)OC.COP(=O)(OC)OC
Kohn-Sham gap (eV): 9.08
Total charge: 0

This record from OMol25 describes C42H46BrCrN8O3S as an isolated structure. The level of theory is the ωB97M-V functional and the def2-TZVPD basis.

The geometry in XYZ format:
```
102
Properties=species:S:1:pos:R:3:forces:R:3:lowdin_charge:R:1
Cr 0.752 -0.846 0.062 -0.3 0.1 0.3 0.51
C 4.530 -0.859 -2.428 0.0 0.0 0.0 -0.05
O 3.277 -0.235 -2.202 0.0 0.1 0.0 -0.09
C 2.779 0.553 -3.186 0.1 -0.1 0.0 -0.21
C 3.400 0.778 -4.405 0.0 0.0 0.0 -0.05
C 2.798 1.630 -5.325 0.0 0.0 0.1 -0.67
Br 3.668 1.933 -6.970 0.0 0.0 -0.1 0.78
C 1.597 2.249 -5.068 0.0 0.0 0.0 -0.07
C 0.958 2.007 -3.850 -0.3 0.1 0.1 -0.05
C 1.560 1.175 -2.913 -0.3 0.0 -0.1 -0.16
O 0.942 0.895 -1.702 0.2 0.2 0.1 -0.07
C -0.350 2.672 -3.625 0.4 -0.1 0.0 -0.25
N -0.790 3.652 -4.365 -0.2 0.0 0.1 0.18
C -2.046 3.952 -3.848 0.2 0.2 -0.2 -0.22
C -2.971 4.918 -4.248 0.0 0.0 0.0 -0.01
C -4.158 5.001 -3.549 0.0 -0.1 0.1 -0.09
C -4.434 4.146 -2.465 0.0 0.1 0.0 -0.09
C -3.527 3.190 -2.052 0.0 0.0 0.0 -0.03
C -2.334 3.119 -2.769 -0.1 -0.2 0.2 -0.19
N -1.224 2.315 -2.630 0.0 -0.1 0.0 0.17
H 4.486 -1.539 -3.282 0.0 0.0 0.0 0.10
H 4.747 -1.426 -1.526 0.0 0.0 0.0 0.09
H 5.318 -0.121 -2.590 0.0 0.0 0.0 0.10
H 4.344 0.313 -4.643 0.0 0.0 0.0 0.10
H 1.130 2.912 -5.781 0.0 0.0 0.0 0.11
H 0.744 1.719 -1.226 0.0 0.0 0.1 0.07
H -2.754 5.576 -5.079 0.0 0.0 0.0 0.11
H -4.896 5.739 -3.835 0.0 0.0 0.0 0.10
H -5.376 4.245 -1.942 0.0 0.0 0.0 0.10
H -3.732 2.538 -1.212 0.0 0.0 0.0 0.09
H -1.129 1.535 -1.998 -0.1 -0.1 0.0 0.06
O 0.722 -1.955 -1.527 0.0 -0.1 0.0 -0.21
N -0.312 -1.994 -2.371 0.3 0.0 0.1 -0.16
C -0.095 -2.678 -3.518 -0.1 0.1 0.0 0.01
C -1.079 -2.771 -4.457 0.0 0.0 0.0 -0.03
C -2.310 -2.154 -4.208 0.0 0.0 0.0 -0.04
C -2.502 -1.471 -3.035 0.0 0.1 0.1 -0.05
C -1.479 -1.377 -2.078 0.0 0.0 -0.1 -0.59
S -1.585 -0.511 -0.594 0.0 -0.2 -0.2 0.79
H 0.894 -3.101 -3.602 0.0 0.0 0.0 0.15
H -0.884 -3.310 -5.372 0.0 0.0 0.0 0.12
H -3.104 -2.208 -4.940 0.0 0.0 0.0 0.12
H -3.436 -0.971 -2.818 0.0 0.0 0.0 0.12
C -3.677 3.282 2.211 0.0 0.0 0.0 -0.06
C -3.235 2.467 3.422 -0.1 0.0 0.0 -0.41
C -3.655 1.010 3.293 -0.1 -0.1 -0.1 -0.07
C -1.743 2.602 3.697 0.4 0.0 -0.1 -0.09
N -0.911 2.021 2.629 -0.3 0.3 0.1 -0.06
C -0.523 0.767 2.427 0.1 -0.1 0.1 -0.08
N 0.094 0.719 1.270 -0.1 0.3 -0.2 -0.08
N 0.041 1.977 0.755 0.1 -0.3 0.1 0.02
N -0.550 2.757 1.567 0.0 -0.2 0.0 0.12
H -4.750 3.166 2.055 0.0 0.0 0.0 0.09
H -3.176 2.947 1.299 0.0 0.0 0.0 0.06
H -3.468 4.346 2.333 0.0 0.0 0.0 0.09
H -3.702 2.889 4.317 -0.1 0.0 0.0 0.14
H -3.297 0.571 2.355 0.0 0.0 0.0 0.07
H -4.743 0.927 3.281 0.0 0.0 0.0 0.09
H -3.289 0.397 4.118 0.0 0.0 0.1 0.07
H -1.457 2.095 4.619 0.0 0.0 0.0 0.13
H -1.445 3.646 3.764 0.0 0.0 0.0 0.13
H -0.689 -0.054 3.108 0.0 0.0 0.0 0.15
C 3.261 2.120 0.656 0.0 -0.1 0.0 -0.02
C 3.955 0.948 1.287 0.1 0.0 0.0 -0.19
C 5.144 1.140 1.973 0.0 0.0 0.0 -0.03
C 5.833 0.072 2.531 0.0 0.0 0.1 -0.05
C 5.364 -1.219 2.377 0.0 0.0 -0.1 -0.04
C 4.188 -1.469 1.678 0.2 -0.2 0.1 -0.20
C 3.778 -2.896 1.421 0.0 0.0 0.0 -0.03
C 3.474 -0.370 1.180 -0.7 -0.3 -0.5 -0.20
N 2.263 -0.632 0.525 0.4 0.4 0.0 -0.01
H 3.963 2.942 0.525 0.0 0.0 0.0 0.09
H 2.444 2.489 1.272 0.0 0.0 0.1 0.07
H 2.849 1.852 -0.315 0.0 0.0 -0.1 0.06
H 5.542 2.144 2.060 0.0 0.0 0.0 0.12
H 6.756 0.249 3.068 0.0 0.0 0.0 0.11
H 5.928 -2.053 2.776 0.0 0.0 0.0 0.12
H 4.550 -3.400 0.836 0.0 0.0 0.0 0.10
H 2.849 -2.970 0.861 0.0 0.0 0.0 0.05
H 3.673 -3.456 2.352 0.0 0.0 0.0 0.09
C 0.661 -4.470 1.856 -0.1 -0.1 0.1 -0.02
C -0.363 -3.342 1.568 0.1 0.1 0.1 -0.51
C -1.201 -3.782 0.373 0.0 0.0 0.0 -0.06
C 0.456 -2.101 1.372 0.1 0.2 -0.1 -0.02
C -1.200 -3.072 2.836 0.0 -0.1 0.0 -0.17
C -0.584 -2.826 4.068 0.0 0.0 0.0 -0.05
C -1.335 -2.644 5.221 0.0 0.0 -0.1 -0.07
C -2.722 -2.724 5.169 0.0 0.1 0.0 -0.08
C -3.343 -2.965 3.955 0.0 0.1 -0.1 -0.07
C -2.591 -3.124 2.797 0.0 0.1 0.0 -0.02
H 1.286 -4.652 0.981 0.0 0.0 0.0 0.09
H 0.107 -5.381 2.084 0.0 0.0 0.0 0.11
H 1.307 -4.237 2.702 0.0 0.0 0.0 0.07
H -0.543 -3.947 -0.481 0.0 0.0 0.0 0.09
H -1.950 -3.046 0.097 0.0 0.0 0.0 0.04
H -1.702 -4.725 0.600 0.0 0.0 0.0 0.10
H 1.114 -1.982 2.237 0.0 -0.1 0.0 0.07
H 0.496 -2.816 4.151 0.0 0.0 0.0 0.11
H -0.835 -2.471 6.165 0.0 0.0 0.0 0.11
H -3.311 -2.605 6.069 0.0 0.0 0.0 0.11
H -4.422 -3.030 3.899 0.0 0.0 0.0 0.11
H -3.102 -3.313 1.865 0.0 0.0 0.0 0.11
```
Forces are in eV/Å.

Summary:
Lowest unoccupied orbital energy (spin up / spin down) (hartree): -0.1156 / -0.1153
Kohn-Sham gap (spin up / spin down) (eV): 6.89 / 6.89
Total charge: +1

This record from OMol25 describes one molecule with the formula C8H14OS. The level of theory is the ωB97M-V functional and the def2-TZVPD basis.

The geometry in XYZ format:
```
24
Properties=species:S:1:pos:R:3:forces:R:3:nbo_charge:R:1
C -1.176 0.852 0.689 -1.9 2.3 -2.4 -0.24
C -1.468 1.242 -1.336 0.3 -2.0 4.0 -0.31
C -0.118 1.182 -1.933 2.7 2.1 -0.9 -0.45
C 0.813 0.071 -1.404 -2.2 -1.5 1.5 -0.42
C 1.097 0.204 0.074 1.6 -0.1 2.7 -0.39
C -0.099 -0.143 0.992 -0.9 -0.1 -1.2 -0.21
C 0.332 -0.120 2.422 0.4 1.9 0.7 -0.62
C -0.735 -1.514 0.617 -1.5 0.2 -0.1 -0.63
O -2.299 1.240 3.012 -0.4 0.2 0.9 -0.95
S -2.308 1.656 1.606 1.8 -1.3 -2.0 1.11
H -1.994 0.266 -1.550 -0.1 1.6 0.1 0.22
H -1.975 2.207 -1.265 -0.2 -0.6 -0.4 0.23
H -0.118 1.083 -3.066 -0.5 0.1 1.2 0.23
H 0.521 2.202 -1.782 -1.7 -2.1 -0.1 0.20
H 0.318 -1.016 -1.409 1.2 2.3 -1.1 0.21
H 1.686 0.211 -1.970 1.3 -0.7 -0.8 0.22
H 1.947 -0.423 0.564 -1.1 0.2 -1.7 0.22
H 1.470 1.183 0.481 -0.6 -0.2 -1.1 0.21
H -0.422 0.390 3.041 0.4 -0.5 0.0 0.26
H 1.282 0.450 2.518 -0.5 -0.5 0.2 0.20
H 0.440 -1.120 2.736 0.5 -1.1 0.7 0.21
H -1.219 -2.012 1.471 0.6 0.3 0.2 0.23
H 0.012 -2.236 0.183 -1.1 0.7 0.0 0.22
H -1.700 -1.217 0.062 1.8 -1.3 -0.3 0.23
```
Forces are in eV/Å.

Summary:
Lowest unoccupied orbital energy (hartree): 0.0159
Kohn-Sham gap (eV): 9.25
Total charge: 0